DFT (ωB97M-V/def2-TZVPD) results for a structure of composition C40H32BCl3MgN13O3S.

Relative energy (zero: lowest compared OMol25 entry of this formula, charge and spin): 10.6 kcal/mol
Expectation value of S²: 0.765
Net charge: +2
LUMO energy (spin up / spin down): -6.3 / -9.8 eV
Calculated total energy: -122025.7656 eV
2S+1: 2
Frontier orbital gap (spin up / spin down): 6.4 / 2.9 eV

Positions of all 94 atoms, in Å:
1 Mg -1.21 -1.28 -0.96
2 C -1.36 -4.18 -3.91
3 C -2.03 -3.09 -3.34
4 N -1.58 -2.87 -2.12
5 N -0.64 -3.78 -1.86
6 C -0.48 -4.58 -2.92
7 B -0.18 -3.95 -0.40
8 N -1.45 -3.81 0.44
9 C -2.22 -4.68 1.11
10 C -3.25 -3.98 1.69
11 C -3.04 -2.66 1.30
12 N -1.96 -2.57 0.54
13 N 0.81 -2.85 0.06
14 C 1.98 -3.00 0.70
15 C 2.53 -1.74 0.90
16 C 1.60 -0.87 0.34
17 N 0.58 -1.56 -0.15
18 N 0.57 -5.26 -0.26
19 C 0.60 -6.23 0.67
20 C 1.58 -7.14 0.31
21 C 2.14 -6.61 -0.87
22 N 1.54 -5.48 -1.16
23 H -1.50 -4.61 -4.88
24 H -2.81 -2.49 -3.77
25 H 0.22 -5.39 -2.94
26 H -2.03 -5.74 1.15
27 H -4.03 -4.38 2.31
28 H -3.62 -1.79 1.55
29 H 2.37 -3.94 1.01
30 H 3.46 -1.52 1.39
31 H 1.64 0.20 0.25
32 H -0.04 -6.23 1.53
33 H 1.88 -8.03 0.83
34 H 2.95 -6.98 -1.46
35 O -0.20 2.83 -7.46
36 N -0.88 2.73 -6.47
37 O -1.76 3.49 -6.14
38 C -0.56 1.63 -5.57
39 C 0.68 1.09 -5.65
40 C 1.10 0.07 -4.76
41 C 2.34 -0.58 -4.87
42 C 2.65 -1.57 -3.97
43 C 1.73 -1.89 -2.97
44 N 0.59 -1.25 -2.82
45 C 0.24 -0.31 -3.69
46 C -1.07 0.27 -3.60
47 N -1.87 -0.16 -2.62
48 C -3.15 0.16 -2.65
49 C -3.70 0.97 -3.64
50 C -2.88 1.50 -4.61
51 C -1.52 1.17 -4.60
52 H 1.36 1.42 -6.42
53 H 3.02 -0.28 -5.65
54 H 3.59 -2.12 -4.04
55 H 1.95 -2.69 -2.27
56 H -3.76 -0.24 -1.84
57 H -4.76 1.16 -3.66
58 H -3.29 2.17 -5.35
59 Cl 0.63 7.29 7.37
60 C 0.39 6.03 6.23
61 C 0.89 4.75 6.48
62 C 0.74 3.76 5.53
63 C 0.08 4.00 4.34
64 C -0.06 2.94 3.27
65 C -1.40 2.18 3.41
66 N -1.77 1.63 2.13
67 C -2.48 2.31 1.19
68 C -2.46 1.54 0.07
69 N -1.75 0.40 0.31
70 C -1.35 0.49 1.56
71 O 0.95 1.96 3.31
72 C 2.03 2.16 2.41
73 C 2.93 3.30 2.79
74 C 3.82 3.23 3.85
75 Cl 4.07 1.90 4.87
76 S 4.72 4.71 4.05
77 C 3.90 5.40 2.72
78 C 2.99 4.55 2.15
79 C -0.47 5.28 4.13
80 Cl -1.36 5.62 2.69
81 C -0.31 6.29 5.06
82 H 1.40 4.55 7.41
83 H 1.13 2.77 5.71
84 H -0.05 3.45 2.30
85 H -2.19 2.86 3.73
86 H -1.26 1.39 4.14
87 H -2.93 3.26 1.38
88 H -2.92 1.75 -0.88
89 H -0.78 -0.25 2.10
90 H 1.65 2.32 1.40
91 H 2.59 1.22 2.44
92 H 4.13 6.40 2.42
93 H 2.40 4.80 1.29
94 H -0.72 7.27 4.87

These are the Löwdin partial charges, in e, on atoms 1 to 4:
1. Mg 0.547
2. C -0.015
3. C -0.117
4. N -0.029

DFT (ωB97M-V/def2-TZVPD) results for the molecule H9N5O2P2.

Relative energy (zero: lowest compared OMol25 entry of this formula, charge and spin): 0.0 kcal/mol
SMILES: N=P(N)(N)[NH2+][P@@](N)(=O)[O-]
Net charge: 0
LUMO energy: 0.4 eV
Calculated total energy: -30272.7998 eV
Frontier orbital gap: 10.2 eV

Positions of all 18 atoms, in Å:
1 N -2.69 0.45 -0.56
2 P -1.50 -0.16 0.18
3 N -1.19 0.60 1.57
4 N -1.33 -1.83 0.26
5 N 0.10 0.32 -0.76
6 P 1.80 -0.34 -0.09
7 N 2.53 1.19 -0.24
8 O 1.50 -0.78 1.24
9 O 2.19 -1.24 -1.20
10 H -2.74 0.34 -1.54
11 H -0.28 0.33 2.00
12 H -1.90 1.09 2.17
13 H -0.39 -2.19 0.36
14 H -1.81 -2.33 -0.47
15 H 0.24 1.31 -0.55
16 H 0.02 0.01 -1.70
17 H 3.23 1.33 -1.00
18 H 2.22 1.91 0.34

These are the Löwdin partial charges, in e, on atoms 1 to 4:
1. N -0.187
2. P 0.461
3. N -0.082
4. N -0.065

DFT (ωB97M-V/def2-TZVPD) results for the molecule C15H13F4N3O2.

Relative energy (zero: lowest compared OMol25 entry of this formula, charge and spin): 39.5 kcal/mol
SMILES: N#CN1C[C@@H]2CN(C(=O)Oc3ccc(C(F)(F)F)cc3F)C[C@@H]2C1
Net charge: 0
LUMO energy: 0.5 eV
Calculated total energy: -35199.2371 eV
Frontier orbital gap: 9.9 eV

Positions of all 37 atoms, in Å:
1 N 4.24 -3.97 0.17
2 C 4.30 -2.87 0.54
3 N 4.33 -1.57 0.97
4 C 3.82 -1.24 2.32
5 C 2.74 -0.32 1.91
6 C 1.62 -0.86 1.08
7 N 1.20 0.30 0.21
8 C 0.00 0.40 -0.47
9 O -0.12 1.35 -1.19
10 O -1.01 -0.46 -0.13
11 C -2.23 -0.08 -0.56
12 C -2.67 -0.48 -1.84
13 C -3.92 0.07 -2.33
14 C -4.75 0.92 -1.57
15 C -6.18 1.20 -1.86
16 F -6.19 2.17 -2.76
17 F -6.95 0.11 -2.22
18 F -6.82 1.72 -0.82
19 C -4.37 1.11 -0.22
20 C -3.15 0.64 0.27
21 F -2.85 1.15 1.50
22 C 2.19 1.31 0.11
23 C 3.34 0.61 0.89
24 C 4.24 -0.48 0.08
25 H 3.51 -2.06 2.87
26 H 4.65 -0.72 2.75
27 H 2.31 0.15 2.82
28 H 1.99 -1.76 0.57
29 H 0.78 -1.22 1.69
30 H -1.87 -1.06 -2.35
31 H -4.41 -0.19 -3.24
32 H -4.93 1.75 0.41
33 H 2.50 1.76 -0.83
34 H 1.82 2.20 0.64
35 H 3.92 1.29 1.54
36 H 5.21 -0.02 -0.16
37 H 3.71 -0.87 -0.80

These are the Löwdin partial charges, in e, on atoms 1 to 4:
1. N 0.138
2. C -0.277
3. N -0.139
4. C -0.074